Record 1
DFT (wB97M-V/def2-TZVPD) results for a structure of composition C35H36As2BrHfN3O10SeTe in a non-equilibrium geometry.

Structure (XYZ):
```
90
Properties=species:S:1:pos:R:3:lowdin_charge:R:1
Hf -0.0336 0.0718 -0.1608 1.16
O -0.2518 2.1531 3.8287 0.07
C -1.6092 2.2405 3.8501 -0.26
C -2.1923 3.1383 4.7363 -0.01
C -3.5686 3.2777 4.7811 -0.08
C -4.3816 2.5230 3.9462 -0.09
C -3.8010 1.6235 3.0678 -0.03
C -2.4222 1.4614 3.0185 -0.11
C -1.8063 0.5185 2.0132 -0.37
O -0.8349 1.1538 1.2464 -0.44
N -1.1373 -0.6498 2.6565 0.05
N 0.1667 -0.6871 2.3863 -0.15
C 1.0415 -1.3075 3.0690 -0.19
C 2.4227 -1.1990 2.6437 -0.61
Br 2.6895 0.2039 1.3305 0.84
C 3.4643 -1.9141 3.0614 -0.12
C 3.3316 -3.0251 4.0189 -0.23
C 4.1506 -3.0578 5.1480 -0.03
C 3.9959 -4.0536 6.0979 -0.08
C 3.0543 -5.0560 5.9079 -0.08
C 2.2743 -5.0606 4.7609 -0.07
C 2.4024 -4.0474 3.8238 -0.05
H 0.0202 1.7406 2.9961 0.07
H -1.5456 3.7224 5.3782 0.12
H -4.0053 3.9945 5.4643 0.11
H -5.4569 2.6356 3.9774 0.10
H -4.4232 1.0262 2.4106 0.12
H -2.6090 0.1235 1.3819 0.13
H -1.4550 -0.9167 3.5790 0.16
H 0.8090 -1.9110 3.9425 0.14
H 4.4575 -1.6693 2.7042 0.12
H 4.8923 -2.2797 5.2841 0.12
H 4.6123 -4.0465 6.9873 0.10
H 2.9402 -5.8408 6.6441 0.10
H 1.5611 -5.8573 4.5928 0.11
H 1.8111 -4.0603 2.9155 0.09
C -1.2898 -1.2149 -4.0951 -0.02
O -1.1855 -1.2621 -2.6716 -0.13
C -1.4807 -0.1827 -1.9341 -0.62
O -1.8559 -0.5181 -0.7045 -0.26
C -1.1254 1.1070 -2.1999 -0.34
C -0.0460 1.4459 -3.1303 -0.36
As -0.2207 2.6736 -4.6695 1.36
C -1.6509 1.7032 -5.6097 -0.32
C -1.1634 3.8243 -3.3268 -0.30
C -2.2468 3.3677 -2.6350 -0.29
As -1.7600 2.4799 -0.8746 1.36
C -0.0268 3.3427 -0.5022 -0.24
C -3.4200 2.9828 -3.4584 -0.53
O -3.5968 3.5102 -4.5308 0.09
O -4.3975 2.1411 -3.0434 -0.04
C -4.5976 1.7417 -1.6965 -0.11
C -0.1906 4.8173 -2.8338 -0.59
O 0.9934 4.7531 -3.0751 0.05
O -0.6188 5.9202 -2.1757 -0.03
C -1.9828 6.2098 -1.8771 -0.06
C 1.1819 1.1478 -2.6068 -0.48
O 1.3464 0.5692 -1.4237 -0.27
O 2.2775 1.4119 -3.3198 -0.05
C 3.5406 1.1199 -2.7226 -0.03
H -0.9868 -2.2020 -4.4351 0.10
H -0.6300 -0.4605 -4.5176 0.07
H -2.3214 -1.0271 -4.3951 0.10
H -1.1785 0.9829 -6.2793 0.02
H -2.2350 2.4027 -6.2019 0.02
H -2.3253 1.1829 -4.9325 0.01
H -0.2036 4.3709 -0.1857 0.05
H 0.6550 3.3551 -1.3475 0.03
H 0.4566 2.8404 0.3344 0.02
H -5.5997 1.3201 -1.6682 0.10
H -4.5386 2.5895 -1.0126 0.07
H -3.8898 0.9728 -1.3771 0.05
H -1.9976 7.2634 -1.6066 0.10
H -2.3418 5.6227 -1.0298 0.08
H -2.6365 6.0404 -2.7308 0.10
H 4.2852 1.3578 -3.4756 0.10
H 3.6123 0.0665 -2.4495 0.10
H 3.7067 1.7318 -1.8346 0.09
Te 0.2337 -2.6411 -0.3262 0.67
Se 2.6283 -3.3776 0.0531 0.51
C 2.8045 -4.8880 -1.1103 -0.62
C 4.0751 -5.4476 -1.2171 -0.13
C 4.2327 -6.5843 -1.9900 -0.16
N 3.2364 -7.1753 -2.6467 0.05
C 2.0332 -6.6208 -2.5490 -0.15
C 1.7598 -5.4863 -1.7981 -0.14
H 4.9129 -4.9957 -0.7009 0.09
H 5.2058 -7.0530 -2.0913 0.10
H 1.2413 -7.1187 -3.0992 0.10
H 0.7573 -5.0823 -1.7528 0.03
```

Calculated values
**E**: -327487.3677 eV
**HOMO-LUMO gap**: 6.19 eV
**Energy above the lowest of the compared OMol25 structures with the same formula, charge and spin**: 27.4 kcal per mole
**HOMO energy**: -7.4137 eV

Record 2
DFT (wB97M-V/def2-TZVPD) results for a cluster of 2 separate species, C11H14NS in total in a non-equilibrium geometry.

Structure (XYZ):
```
27
Properties=species:S:1:pos:R:3:nbo_charge:R:1
C 1.1114 1.8281 1.8176 -0.74
S 0.7205 0.2974 0.8345 0.86
C 1.9532 -0.7802 1.6890 -0.73
C -0.7221 -0.3129 1.6587 -0.76
C -1.9051 0.4623 1.4693 0.20
N -2.9396 1.0415 1.4035 -0.30
H 0.4540 2.6278 1.4547 0.27
H 0.9240 1.6326 2.8842 0.24
H 2.1665 2.0893 1.6335 0.25
H 1.8101 -1.8036 1.3446 0.25
H 2.9424 -0.4251 1.3954 0.26
H 1.8224 -0.6984 2.7693 0.24
H -0.4663 -0.4636 2.7277 0.24
C -1.4096 -2.5031 1.5916 -0.08
C -1.6283 -2.5321 0.2098 -0.13
C -2.6934 -3.0487 -0.5115 -0.16
C -3.9725 -3.4020 -0.0683 -0.12
C -4.4106 -3.5118 1.2489 -0.17
C -3.6584 -3.3284 2.4101 -0.12
C -2.3836 -2.8070 2.5544 -0.14
H -0.3598 -2.5154 1.9467 0.23
H -0.8227 -2.1117 -0.3988 0.22
H -2.5347 -3.1730 -1.5917 0.24
H -4.6948 -3.6810 -0.8513 0.24
H -5.4486 -3.8450 1.3908 0.24
H -4.1648 -3.6301 3.3355 0.24
H -2.0840 -2.6212 3.5879 0.22
```

Calculated values
**E**: -23948.6208 eV
**HOMO-LUMO gap**: 6.83 eV
**Charge**: +1
**Energy above the lowest of the compared OMol25 structures with the same formula, charge and spin**: 71.0 kcal per mole
**HOMO energy**: -11.2863 eV

Record 3
DFT (wB97M-V/def2-TZVPD) results for a structure of composition C20H16N9OPdS3 in a non-equilibrium geometry.

Structure (XYZ):
```
50
Properties=species:S:1:pos:R:3:nbo_charge:R:1
Pd -0.0210 -0.7644 -0.7568 0.96
S 3.7153 -2.5980 5.8154 1.00
N 2.2495 -2.9977 5.2822 -0.61
C 2.1051 -2.5502 4.0418 0.17
C 0.9528 -2.6968 3.2045 -0.09
C -0.2047 -3.3817 3.5930 -0.08
C -1.2590 -3.4692 2.7098 -0.24
C -1.1365 -2.8635 1.4610 0.09
N -0.0472 -2.2222 1.0814 -0.42
C 1.0004 -2.1217 1.9155 0.15
C 2.1852 -1.4224 1.4440 0.24
N 2.1580 -0.9043 0.2039 -0.51
C 3.2227 -0.2815 -0.2656 0.09
C 4.4007 -0.1305 0.4679 -0.22
C 4.4530 -0.6409 1.7462 -0.09
C 3.3293 -1.3015 2.2597 -0.09
C 3.2708 -1.8681 3.5751 0.10
N 4.2286 -1.8415 4.4909 -0.59
H -0.2446 -3.8242 4.5768 0.25
H -2.1697 -3.9879 2.9633 0.25
H -1.9439 -2.9126 0.7387 0.23
H 3.1335 0.1284 -1.2631 0.25
H 5.2393 0.3850 0.0270 0.25
H 5.3319 -0.5550 2.3651 0.25
N -0.1987 0.0165 -4.1934 -0.81
C 0.7304 0.7370 -3.5409 0.65
O 0.9274 0.5983 -2.3150 -0.65
C 1.4920 1.7046 -4.2990 -0.48
C 2.5254 2.3801 -3.6525 0.29
N 3.3905 2.8641 -3.0684 -0.35
C 1.2069 1.9366 -5.6403 0.26
N 0.9370 2.1070 -6.7471 -0.32
H -0.6676 -0.7358 -3.6880 0.40
H -0.2906 0.0579 -5.1963 0.43
S -0.7989 1.0880 0.7539 -0.03
C -2.1698 1.7768 0.0012 0.34
N -2.8044 1.1535 -0.9815 -0.57
C -4.0155 1.6678 -1.5937 -0.23
C -4.7479 2.5817 -0.6176 -0.42
C -3.7783 3.6222 -0.0692 -0.22
N -2.6096 2.9444 0.4589 -0.55
H -2.4504 0.2363 -1.2854 0.43
H -4.6455 0.8183 -1.8602 0.23
H -3.7574 2.2063 -2.5116 0.22
H -5.1382 1.9902 0.2110 0.22
H -5.5787 3.0702 -1.1235 0.25
H -4.2370 4.1960 0.7380 0.23
H -3.4779 4.3219 -0.8563 0.21
H -2.0795 3.3840 1.1959 0.43
S -1.7133 -1.9014 -1.7967 -0.31
```

Calculated values
**E**: -72436.1237 eV
**HOMO-LUMO gap (alpha / beta)**: 3.12 / 2.92 eV
**Charge**: +1
**Energy above the lowest of the compared OMol25 structures with the same formula, charge and spin**: 125.6 kcal per mole
**HOMO energy (alpha / beta)**: -10.0543 / -9.9493 eV

Record 4
DFT (wB97M-V/def2-TZVPD) results for a structure of composition C19H18IrNO2 in a non-equilibrium geometry.

Structure (XYZ):
```
41
Properties=species:S:1:pos:R:3:lowdin_spin:R:1
C -3.5636 0.4214 -0.1265 0.01
C -3.1998 1.2483 0.9574 0.05
C -2.1247 2.0556 0.5417 0.11
H -3.6605 1.2582 1.9298 0.00
C -1.8261 1.7303 -0.7945 0.04
C -2.7092 0.7139 -1.2076 0.07
H -2.7412 0.2614 -2.1818 0.00
H -4.3491 -0.3133 -0.1300 0.01
H -1.5978 2.7681 1.1549 0.01
H -1.0312 2.1433 -1.3898 0.00
C -0.6192 -1.3781 2.5228 0.10
C -1.9961 -1.1052 2.6589 0.06
C -2.6854 -1.8693 1.6889 0.06
H -2.4435 -0.4683 3.4028 0.00
C -1.7335 -2.5564 0.9200 0.09
C -0.4529 -2.2529 1.4439 0.02
H 0.4865 -2.5781 1.0320 0.00
H 0.1727 -0.9109 3.0821 0.01
H -3.7510 -1.8932 1.5464 0.02
H -1.9365 -3.2094 0.0899 0.00
Ir -1.3620 -0.2056 0.5442 1.78
O 0.3755 0.4014 0.5946 0.33
C 1.1789 1.4151 0.0699 0.10
C 1.6984 1.0652 -1.2765 0.53
H 0.6270 2.3644 0.0354 0.01
H 2.0158 1.5886 0.7659 0.01
H 1.0079 1.2278 -2.0932 0.03
H 3.2164 1.7583 -3.3352 0.00
C 3.6874 1.0240 -2.6940 0.09
C 2.9772 0.5635 -1.5545 0.06
C 3.6254 -0.3994 -0.7376 0.09
H 3.1217 -0.7862 0.1373 0.00
C 4.8888 -0.8573 -1.0448 -0.01
H 5.3598 -1.5926 -0.4051 0.00
C 5.5641 -0.3848 -2.1675 0.09
H 6.5555 -0.7482 -2.4007 0.01
C 4.9493 0.5600 -2.9881 -0.01
H 5.4669 0.9318 -3.8628 0.00
O -5.5798 -0.8423 2.2296 0.08
C -4.4110 -0.6659 1.7626 0.12
N -3.2012 -0.4832 1.2791 0.01
```

Calculated values
**E**: -28397.7414 eV
**Multiplicity**: 5
**HOMO-LUMO gap (alpha / beta)**: 5.78 / 5.53 eV
**Energy above the lowest of the compared OMol25 structures with the same formula, charge and spin**: 280.9 kcal per mole
**HOMO energy (alpha / beta)**: -6.1368 / -6.3393 eV